[1]
The following is a DFT calculation (ωB97M-V with the def2-TZVPD basis set) of a molecular structure, C38H38Br4N4O5P2Pb.

Output
**E_HOMO**: -1.64 eV
**Energy relative to the best compared isomer or geometry (same formula, charge and spin)**: 10.34 kcal/mol
**Gap between HOMO and LUMO**: 5.73 eV
**Calculated total energy**: -13237.85133 hartree

```
! wB97M-V def2-TZVPD RIJCOSX def2/J DEFGRID3
* xyz -2 1
Pb -0.367 -1.649 1.562
O -0.805 0.951 5.473
C -2.049 1.424 5.335
C -2.458 2.426 6.223
C -3.727 2.961 6.145
C -4.624 2.511 5.178
C -4.217 1.525 4.296
C -2.942 0.966 4.351
C -2.522 -0.090 3.375
O -1.380 -0.639 3.576
N -3.362 -0.352 2.402
N -2.854 -1.335 1.554
C -3.745 -1.857 0.797
C -3.621 -2.921 -0.191
C -4.750 -3.114 -0.999
C -4.848 -4.124 -1.934
C -3.771 -5.016 -2.042
C -2.653 -4.868 -1.261
C -2.502 -3.801 -0.316
O -1.422 -3.668 0.341
H -0.688 0.259 4.766
H -1.740 2.770 6.957
H -4.021 3.742 6.838
H -5.619 2.932 5.107
H -4.880 1.162 3.522
H -4.753 -1.449 0.913
H -5.581 -2.426 -0.868
H -5.735 -4.233 -2.545
H -3.818 -5.833 -2.755
H -1.813 -5.548 -1.347
C 4.052 -0.088 1.228
P 2.668 -0.915 0.379
C 2.146 0.545 -0.722
N 2.951 1.566 -0.653
C 2.615 2.730 -1.276
C 3.441 3.867 -1.129
C 3.101 5.035 -1.749
C 1.930 5.114 -2.541
C 1.121 4.024 -2.689
C 1.456 2.812 -2.047
N 0.624 1.738 -2.153
C 0.906 0.655 -1.490
P -0.397 -0.669 -1.539
C -1.936 0.308 -1.463
C -0.398 -1.169 -3.370
C -1.144 -2.506 -3.411
C -1.126 -0.155 -4.259
C 1.007 -1.355 -3.949
C 3.557 -2.074 -0.806
C 4.647 -2.787 0.006
C 4.200 -1.393 -2.006
C 2.536 -3.138 -1.217
H 4.888 0.134 0.564
H 4.365 -0.738 2.045
H 3.686 0.841 1.665
H 4.316 3.780 -0.499
H 3.719 5.915 -1.620
H 1.664 6.052 -3.011
H 0.203 4.060 -3.260
H -1.846 1.243 -2.017
H -2.150 0.529 -0.420
H -2.730 -0.313 -1.882
H -2.165 -2.426 -3.030
H -0.641 -3.263 -2.807
H -1.203 -2.868 -4.444
H -2.184 -0.078 -4.009
H -1.058 -0.494 -5.299
H -0.686 0.841 -4.186
H 1.495 -2.255 -3.585
H 1.656 -0.502 -3.745
H 0.925 -1.444 -5.037
H 5.514 -2.149 0.180
H 4.983 -3.673 -0.542
H 4.275 -3.124 0.977
H 4.886 -0.601 -1.695
H 3.460 -0.945 -2.665
H 4.771 -2.123 -2.593
H 2.278 -3.768 -0.363
H 2.945 -3.780 -2.006
H 1.595 -2.718 -1.570
Br 2.808 4.883 3.714
C 1.760 3.538 2.877
C 0.800 3.874 1.947
Br 0.500 5.682 1.454
C 0.048 2.845 1.342
Br -1.299 3.234 0.059
C 0.238 1.501 1.628
O -0.409 0.564 0.992
C 1.242 1.136 2.627
O 1.438 -0.093 2.900
C 1.967 2.192 3.210
Br 3.253 1.662 4.505
*
```

=====

[2]
The following is a DFT calculation (ωB97M-V with the def2-TZVPD basis set) of a molecular structure, CH7ClFNNb.

Output
**E_HOMO**: -4.26 eV
**Gap between HOMO and LUMO**: 8.18 eV
**Calculated total energy**: -714.14986 hartree

```
! wB97M-V def2-TZVPD RIJCOSX def2/J DEFGRID3
* xyz -1 1
C -1.425 -0.876 -0.003
Nb 0.594 0.017 -0.347
N 0.951 1.591 0.948
F 0.033 1.318 -1.549
Cl 1.446 -1.499 1.291
H -1.409 -1.963 0.027
H -2.083 -0.578 -0.823
H -1.815 -0.492 0.947
H 2.074 -0.338 -1.336
H 0.263 -1.293 -1.595
H 0.581 1.600 1.892
H 0.791 2.511 0.549
*
```

=====

[3]
The following is a DFT calculation (ωB97M-V with the def2-TZVPD basis set) of 24 unconnected molecules or ions with the total composition C13H74O24.

Output
**E_HOMO**: -9.01 eV
**Energy relative to the best compared isomer or geometry (same formula, charge and spin)**: 0.00 kcal/mol
**Gap between HOMO and LUMO**: 8.88 eV
**Calculated total energy**: -2345.26430 hartree

```
! wB97M-V def2-TZVPD RIJCOSX def2/J DEFGRID3
* xyz 0 1
C 10.713 10.497 16.955
O 10.438 9.124 16.684
H 11.798 10.628 17.062
H 10.350 11.091 16.114
H 10.271 10.821 17.899
H 10.841 9.016 15.799
C 14.789 8.957 15.389
O 15.115 9.910 14.361
H 15.432 9.073 16.262
H 13.733 9.014 15.658
H 15.021 7.938 15.015
H 15.005 9.548 13.482
C 11.428 15.884 15.368
O 10.414 15.669 14.391
H 11.908 16.835 15.076
H 10.932 16.039 16.314
H 12.224 15.088 15.399
H 10.665 15.177 13.615
C 10.241 13.665 18.140
O 10.743 14.783 18.854
H 9.785 13.909 17.182
H 11.112 13.000 17.981
H 9.520 13.093 18.734
H 10.154 15.525 18.670
C 14.022 13.755 9.405
O 13.084 14.356 8.527
H 13.419 13.430 10.246
H 14.613 12.922 9.001
H 14.688 14.501 9.845
H 13.543 14.971 7.960
C 13.834 9.116 10.922
O 13.803 7.887 10.244
H 14.028 9.920 10.188
H 12.999 9.389 11.549
H 14.716 9.051 11.604
H 12.891 7.787 9.954
C 7.851 13.060 14.661
O 6.506 12.669 14.844
H 7.963 14.155 14.708
H 8.451 12.655 15.496
H 8.296 12.719 13.704
H 6.414 11.753 14.494
C 16.634 12.004 11.175
O 17.213 11.194 10.155
H 16.933 11.798 12.216
H 16.888 13.025 10.934
H 15.541 11.926 11.136
H 16.624 10.432 10.057
C 10.149 7.901 13.424
O 11.376 8.489 13.940
H 10.322 7.290 12.538
H 9.660 7.333 14.197
H 9.543 8.761 13.144
H 12.070 7.790 14.033
C 7.122 13.503 9.619
O 7.555 12.152 9.511
H 7.622 14.277 9.027
H 6.036 13.580 9.455
H 7.232 13.714 10.667
H 8.472 12.080 9.864
C 6.482 7.274 11.462
O 7.363 8.359 11.642
H 7.028 6.464 11.002
H 6.095 6.904 12.414
H 5.629 7.524 10.836
H 7.900 8.414 10.828
C 11.352 10.982 7.162
O 11.810 10.595 8.486
H 11.719 11.987 6.954
H 11.683 10.289 6.366
H 10.265 11.044 7.135
H 12.293 9.762 8.483
C 16.094 14.949 13.464
O 15.383 15.443 12.345
H 15.639 15.177 14.443
H 16.081 13.846 13.361
H 17.138 15.301 13.466
H 15.305 16.391 12.447
O 12.874 6.166 14.720
H 12.378 5.492 14.238
H 12.638 5.964 15.634
O 6.723 9.918 14.024
H 6.875 9.646 13.106
H 7.089 9.237 14.605
O 7.687 8.650 16.268
H 8.647 8.521 16.402
H 7.402 9.372 16.845
O 9.969 11.522 10.270
H 10.310 11.391 11.176
H 10.763 11.622 9.707
O 8.716 9.179 9.112
H 8.053 9.866 8.917
H 9.574 9.643 8.993
O 10.534 14.768 10.790
H 10.142 13.898 10.666
H 11.162 14.622 11.524
O 13.135 12.086 14.509
H 13.253 12.514 15.384
H 13.903 11.479 14.424
O 11.315 7.189 8.522
H 10.538 7.567 8.090
H 11.735 6.645 7.863
O 12.830 14.264 12.728
H 13.622 14.696 12.344
H 13.136 13.467 13.229
O 13.804 13.564 17.112
H 13.264 14.313 17.329
H 14.570 13.658 17.663
O 11.160 11.127 12.709
H 11.418 11.721 13.432
H 11.060 10.259 13.145
*
```

=====

[4]
The following is a DFT calculation (ωB97M-V with the def2-TZVPD basis set) of a molecular structure, C11H21F6I2O2P2Ru.

Output
**E_HOMO (spin up / spin down)**: -18.81 / -20.60 eV
**Gap between HOMO and LUMO (spin up / spin down)**: 5.49 / 5.19 eV
**Calculated total energy**: -2553.15202 hartree
**<S²>**: 6.025

```
! wB97M-V def2-TZVPD RIJCOSX def2/J DEFGRID3
* xyz 3 5
I -3.197 0.382 -2.499
I -1.067 0.512 -4.077
Ru -0.180 0.259 -0.336
P -0.696 -1.732 -1.284
C -1.486 -2.576 0.141
C -1.474 -2.643 -2.718
H -1.054 -3.660 -2.726
H 0.642 -3.717 -1.657
H -1.262 -2.199 -3.701
H 1.485 -2.269 -2.241
H -2.110 -1.873 0.718
H -2.563 -2.703 -2.598
C 0.881 -2.672 -1.407
H -2.130 -3.406 -0.221
H 1.457 -2.635 -0.465
H -0.690 -2.983 0.802
P -0.620 2.617 -1.019
C -0.951 3.607 0.528
C 0.858 3.537 -1.596
H -1.862 3.207 -3.119
H -1.514 4.616 -2.104
H -2.860 3.481 -1.689
C -1.834 3.559 -2.085
H 1.152 3.119 -2.565
H 0.650 4.605 -1.699
H -0.824 4.685 0.334
H -0.262 3.321 1.335
H 1.680 3.363 -0.894
H -1.974 3.436 0.897
C -1.821 0.595 0.556
O -2.768 0.704 1.233
C 2.457 0.288 2.388
C 1.549 -0.912 2.196
O 0.604 -0.824 1.237
C 2.495 -2.175 1.885
F 3.452 -2.340 2.835
F 1.832 -3.353 1.787
F 3.150 -1.949 0.709
C 0.869 -1.218 3.587
F 1.795 -1.272 4.633
F 0.053 -0.182 3.902
F 0.136 -2.359 3.678
H 3.001 0.525 1.481
H 3.133 0.050 3.245
H 1.870 1.185 2.591
*
```

=====

[5]
The following is a DFT calculation (ωB97M-V with the def2-TZVPD basis set) of a single C8H9ClO2 molecule.

Output
**E_HOMO**: -9.71 eV
**Energy relative to the best compared isomer or geometry (same formula, charge and spin)**: 18.09 kcal/mol
**SMILES string**: O=C1C=C(Cl)[C@](O)(C2CC2)C1
**Gap between HOMO and LUMO**: 10.11 eV
**Calculated total energy**: -920.82088 hartree

```
! wB97M-V def2-TZVPD RIJCOSX def2/J DEFGRID3
* xyz 0 1
C -3.045 -0.233 0.560
C -2.050 -0.894 0.038
C -2.881 1.168 0.275
C -1.353 1.327 -0.168
C 1.589 -1.143 -0.006
C 1.731 0.260 0.303
C 0.383 -0.396 0.444
C -0.774 -0.018 -0.481
O -3.725 2.009 0.470
O -0.522 -0.249 -1.835
Cl -1.831 -2.552 -0.343
H -4.044 -0.469 0.927
H -1.280 2.008 -1.047
H -0.872 1.839 0.628
H 1.613 -1.509 -1.013
H 2.009 -1.840 0.727
H 2.044 0.800 1.187
H 1.577 1.041 -0.404
H -0.076 -0.555 1.407
H -0.715 -1.070 -2.369
*
```

=====

[6]
The following is a DFT calculation (ωB97M-V with the def2-TZVPD basis set) of 2 unconnected molecules or ions with the total composition C3H7Br3Si.

Output
**E_HOMO**: -9.44 eV
**Energy relative to the best compared isomer or geometry (same formula, charge and spin)**: 39.33 kcal/mol
**SMILES string**: Br[SiH](Br)Br.C=CC
**Gap between HOMO and LUMO**: 9.44 eV
**Calculated total energy**: -8130.11671 hartree

```
! wB97M-V def2-TZVPD RIJCOSX def2/J DEFGRID3
* xyz 0 1
C -0.870 2.164 -0.982
C 0.061 1.385 1.358
C -0.208 1.275 0.060
Si 0.687 -3.216 -0.085
Br -1.543 -2.881 -0.532
Br 1.006 -2.241 1.960
Br 1.845 -2.122 -1.564
H -0.081 2.149 -1.705
H -1.723 1.623 -1.395
H -0.947 3.189 -0.490
H 0.499 0.623 1.972
H -0.100 2.288 1.946
H 0.214 0.416 -0.298
H 1.159 -4.652 -0.246
*
```